ORCA calculation (ωB97M-V/def2-TZVPD) on a structure of composition C9H9OP.

As for the HOMO energy: -8.27 eV. Its energy above the lowest of the compared OMol25 structures with the same formula, charge and spin is 1.260 eV. The value obtained for the frontier orbital gap is 8.57 eV. The LUMO energy comes out at 0.29 eV.

ORCA input file:
```
! wB97M-V def2-TZVPD RIJCOSX def2/J DEFGRID3
* xyz 0 1
C 3.0314 -0.0158 -0.1065
C 2.4882 -1.1405 0.4773
C 2.1712 1.0566 -0.4025
C 1.1054 -1.2082 0.8399
C 0.8107 1.0046 -0.0342
C 0.3175 -0.1100 0.5849
C -0.1237 2.1440 -0.2537
C -1.3991 1.9189 0.1547
C -3.0072 -1.5680 -0.4205
O -2.4638 -0.2349 -0.4419
P -1.9841 0.4879 0.9288
H 3.9970 -0.2727 -0.4343
H 3.1495 -2.0247 0.7468
H 2.6479 1.8411 -0.9272
H 0.5883 -2.0902 1.4576
H 0.1877 3.0546 -0.7650
H -2.1692 2.6213 -0.1302
H -3.0558 -1.8412 0.6362
H -2.2569 -2.0899 -0.9855
H -4.0348 -1.5331 -0.9247
*
```

Electronic structure analysis, Löwdin charges in units of e:
1. C -0.10
2. C -0.11
3. C -0.03
4. C -0.11
5. C -0.28
6. C -0.13
7. C -0.07
8. C -0.35
9. C -0.14
10. O -0.50
11. P 1.00
12. H 0.08
13. H 0.12
14. H 0.09
15. H 0.13
16. H 0.11
17. H 0.06
18. H 0.05
19. H 0.08
20. H 0.11